# 1
The following is a DFT calculation (ωB97M-V with the def2-TZVPD basis set) of a cluster of 2 separate species, C12H20NO in total in a non-equilibrium geometry.

Properties
Lowest unoccupied orbital energy (Ha): -0.204
Gap between HOMO and LUMO (eV): 6.551
Energy above the lowest of the compared OMol25 structures with the same formula, charge and spin (kcal per mole): 32.88
Electronic energy (eV): -16298.66680

ORCA input file:
```
! wB97M-V def2-TZVPD RIJCOSX def2/J DEFGRID3
* xyz 1 1
C 3.968 0.378 1.186
O 2.557 0.638 1.242
C 1.740 -0.385 1.204
C 0.348 -0.135 1.197
C -0.571 -1.219 1.188
C -1.933 -0.972 1.188
C -2.422 0.344 1.191
C -3.897 0.593 1.189
C -1.517 1.417 1.195
C -0.156 1.201 1.195
H 4.439 1.361 1.172
H 4.289 -0.192 2.073
H 4.227 -0.192 0.282
H 2.188 -1.386 1.130
H -0.152 -2.226 1.179
H -2.654 -1.798 1.185
H -4.094 1.666 1.193
H -4.377 0.157 0.307
H -4.381 0.150 2.066
H -1.912 2.434 1.200
H 0.546 2.028 1.197
C 2.341 -3.769 5.446
C 2.789 -2.808 4.357
C 4.301 -2.789 4.229
N 2.298 -1.467 4.646
H 2.700 -4.779 5.225
H 2.742 -3.466 6.420
H 1.250 -3.807 5.518
H 2.361 -3.152 3.395
H 4.669 -3.795 4.007
H 4.629 -2.123 3.424
H 4.761 -2.451 5.166
H 2.541 -0.819 3.900
H 1.286 -1.481 4.751
*
```


# 2
The following is a DFT calculation (ωB97M-V with the def2-TZVPD basis set) of a structure of composition C18H33N4PdSSi.

Properties
Lowest unoccupied orbital energy (Ha): -0.102
Gap between HOMO and LUMO (eV): 7.997
Energy above the lowest of the compared OMol25 structures with the same formula, charge and spin (kcal per mole): 0.00
Electronic energy (eV): -47350.78032

ORCA input file:
```
! wB97M-V def2-TZVPD RIJCOSX def2/J DEFGRID3
* xyz 1 1
Pd -0.795 0.021 0.651
C -3.086 0.437 -1.687
N -2.916 0.737 -0.264
C -3.129 2.170 -0.028
C -3.841 -0.084 0.531
C -3.460 -0.113 1.995
N -2.184 -0.828 2.225
C -2.444 -2.270 2.381
C -1.576 -0.341 3.483
H -4.092 0.696 -2.042
H -2.921 -0.626 -1.859
H -2.356 0.996 -2.271
H -4.188 2.441 -0.126
H -2.568 2.739 -0.767
H -2.771 2.467 0.955
H -3.809 -1.100 0.133
H -4.873 0.276 0.425
H -4.257 -0.580 2.582
H -3.350 0.907 2.365
H -3.149 -2.444 3.201
H -1.515 -2.786 2.607
H -2.854 -2.686 1.462
H -2.236 -0.542 4.336
H -1.395 0.731 3.419
H -0.625 -0.843 3.646
C 3.826 2.144 0.087
N 2.762 2.336 -0.887
C 2.935 2.763 -2.191
C 1.712 2.880 -2.741
N 0.812 2.536 -1.753
C 1.451 2.203 -0.614
S 0.754 1.766 0.884
H 4.763 1.985 -0.443
H 3.598 1.274 0.697
H 3.915 3.017 0.733
H 3.909 2.928 -2.616
H 1.411 3.165 -3.733
H -0.188 2.532 -1.826
C 0.199 -3.212 0.520
Si 0.910 -1.498 0.736
C 2.065 -1.449 2.195
C 1.815 -1.155 -0.876
C 1.100 -1.026 -2.071
C 1.747 -0.781 -3.273
C 3.133 -0.670 -3.307
C 3.861 -0.804 -2.133
C 3.205 -1.035 -0.929
H 1.003 -3.855 0.154
H -0.593 -3.225 -0.234
H -0.185 -3.657 1.440
H 2.976 -2.025 2.018
H 1.588 -1.871 3.082
H 2.336 -0.413 2.408
H 0.019 -1.138 -2.065
H 1.178 -0.696 -4.190
H 3.641 -0.497 -4.246
H 4.943 -0.745 -2.157
H 3.790 -1.152 -0.023
*
```


- Number 2 is which compound?
  C18H33N4PdSSi


- Among the records above, which one has the highest gap between HOMO and LUMO?
  C18H33N4PdSSi


- Which formula does entry 1 have?
  C12H20NO


Repeat the first record exactly.
The following is a DFT calculation (ωB97M-V with the def2-TZVPD basis set) of a cluster of 2 separate species, C12H20NO in total in a non-equilibrium geometry.

Properties
Lowest unoccupied orbital energy (Ha): -0.204
Gap between HOMO and LUMO (eV): 6.551
Energy above the lowest of the compared OMol25 structures with the same formula, charge and spin (kcal per mole): 32.88
Electronic energy (eV): -16298.66680

ORCA input file:
```
! wB97M-V def2-TZVPD RIJCOSX def2/J DEFGRID3
* xyz 1 1
C 3.968 0.378 1.186
O 2.557 0.638 1.242
C 1.740 -0.385 1.204
C 0.348 -0.135 1.197
C -0.571 -1.219 1.188
C -1.933 -0.972 1.188
C -2.422 0.344 1.191
C -3.897 0.593 1.189
C -1.517 1.417 1.195
C -0.156 1.201 1.195
H 4.439 1.361 1.172
H 4.289 -0.192 2.073
H 4.227 -0.192 0.282
H 2.188 -1.386 1.130
H -0.152 -2.226 1.179
H -2.654 -1.798 1.185
H -4.094 1.666 1.193
H -4.377 0.157 0.307
H -4.381 0.150 2.066
H -1.912 2.434 1.200
H 0.546 2.028 1.197
C 2.341 -3.769 5.446
C 2.789 -2.808 4.357
C 4.301 -2.789 4.229
N 2.298 -1.467 4.646
H 2.700 -4.779 5.225
H 2.742 -3.466 6.420
H 1.250 -3.807 5.518
H 2.361 -3.152 3.395
H 4.669 -3.795 4.007
H 4.629 -2.123 3.424
H 4.761 -2.451 5.166
H 2.541 -0.819 3.900
H 1.286 -1.481 4.751
*
```